Record 1
{
  "formula": "C18H20N4O7RuS2",
  "method": "ωB97M-V/def2-TZVPD",
  "species": ["Ru", "O", "C", "O", "C", "O", "C", "C", "O", "O", "H", "H", "H", "H", "H", "S", "C", "C", "C", "C", "C", "C", "S", "H", "H", "H", "H", "C", "N", "C", "C", "N", "H", "H", "H", "H", "H", "H", "C", "N", "C", "C", "C", "O", "N", "C", "O", "H", "H", "H", "H", "H"],
  "coordinates": [[0.2680, -0.0760, 0.6364], [-2.1991, 3.0272, 1.5613], [-0.9696, 2.6387, 1.3834], [-0.5964, 1.9875, 0.4159], [-0.0309, 3.1290, 2.4585], [1.2996, 2.9381, 2.0905], [2.0584, 2.1568, 2.9849], [1.5000, 0.7778, 3.3472], [1.9209, 0.2891, 4.3821], [0.6126, 0.2331, 2.5831], [-2.8041, 2.4937, 0.9120], [-0.2395, 4.1956, 2.6058], [-0.3017, 2.6106, 3.3844], [3.0231, 2.0008, 2.5029], [2.2159, 2.6894, 3.9298], [2.2784, 0.8608, -0.0509], [3.3882, -0.4951, -0.1361], [4.7353, -0.2912, -0.4373], [5.6143, -1.3593, -0.5362], [5.1547, -2.6542, -0.3251], [3.8183, -2.8639, -0.0184], [2.9279, -1.7965, 0.0750], [1.2367, -2.1056, 0.4545], [5.0884, 0.7232, -0.5884], [6.6580, -1.1797, -0.7658], [5.8355, -3.4948, -0.3845], [3.4502, -3.8675, 0.1640], [1.7785, 0.2094, -4.0432], [0.3463, 0.1556, -3.7485], [-0.5411, -0.3490, -4.7837], [0.0281, -0.0539, -2.4812], [-0.2157, -0.1854, -1.3671], [1.9399, 0.8833, -4.8847], [2.1679, -0.7824, -4.2902], [2.2979, 0.5944, -3.1663], [-0.4465, 0.2812, -5.6681], [-1.5686, -0.3064, -4.4308], [-0.2981, -1.3813, -5.0558], [-6.0075, 0.2034, 0.2054], [-4.7976, -0.4921, 0.5980], [-4.8286, -1.7842, 1.0415], [-3.7168, -2.4007, 1.4505], [-2.4459, -1.6812, 1.3686], [-1.3818, -2.2498, 1.5851], [-2.4611, -0.3546, 0.9904], [-3.5997, 0.2314, 0.6277], [-3.7113, 1.4397, 0.2955], [-6.8342, -0.5057, 0.2197], [-5.9032, 0.6185, -0.7957], [-6.2218, 1.0273, 0.8857], [-5.8015, -2.2598, 1.0304], [-3.7204, -3.4253, 1.7875]],
  "nbo_charge": [0.73, -0.69, 0.83, -0.64, -0.18, -0.52, -0.19, 0.77, -0.65, -0.71, 0.53, 0.19, 0.21, 0.23, 0.18, -0.09, -0.09, -0.27, -0.24, -0.26, -0.21, -0.26, 0.12, 0.20, 0.20, 0.20, 0.21, -0.40, -0.46, -0.39, 0.56, -0.35, 0.19, 0.19, 0.25, 0.20, 0.22, 0.19, -0.39, -0.43, 0.04, -0.37, 0.61, -0.63, -0.68, 0.77, -0.75, 0.19, 0.21, 0.21, 0.19, 0.22],
  "max_force_ha_per_bohr": 0.0164,
  "e_above_lowest_kcal_mol": 15.1,
  "homo_energy_ev": [-3.8983, -4.0277],
  "multiplicity": 2,
  "total_charge": -1,
  "energy_ha": -2335.0375,
  "s_squared": 0.76,
  "orbital_gap_ev": [6.3826, 6.4585]
}

---

Record 2
{
  "formula": "C4H12",
  "method": "ωB97M-V/def2-TZVPD",
  "species": ["C", "C", "H", "H", "H", "H", "H", "H", "C", "C", "H", "H", "H", "H", "H", "H"],
  "coordinates": [[-0.1306, 2.5720, -1.3293], [0.8079, 1.2984, -1.6173], [-1.2105, 2.1927, -1.4224], [0.0816, 2.9170, -0.3535], [0.2026, 3.2922, -2.0159], [1.7534, 1.5575, -1.2025], [0.8168, 0.9011, -2.6643], [0.4585, 0.5761, -0.8959], [-0.9211, -1.4046, 1.4802], [0.2369, -2.4112, 1.3058], [-0.5253, -0.3920, 1.8210], [-1.5208, -1.1691, 0.6128], [-1.5019, -1.7516, 2.3622], [0.8399, -2.0084, 0.5725], [0.6702, -2.6748, 2.3000], [-0.0575, -3.4953, 1.0466]],
  "nbo_charge": [-0.60, -0.61, 0.20, 0.20, 0.20, 0.20, 0.21, 0.20, -0.61, -0.61, 0.20, 0.21, 0.20, 0.20, 0.21, 0.20],
  "smiles": "CC.CC",
  "max_force_ha_per_bohr": 0.0747,
  "e_above_lowest_kcal_mol": 21.7,
  "homo_energy_ev": -11.3149,
  "total_charge": 0,
  "energy_ha": -159.5503,
  "orbital_gap_ev": 12.3765
}

---

Record 3
{
  "formula": "C3H6BrN2",
  "method": "ωB97M-V/def2-TZVPD",
  "species": ["C", "C", "C", "N", "N", "Br", "H", "H", "H", "H", "H", "H"],
  "coordinates": [[1.7028, 1.8345, 0.0102], [-0.5396, 2.2288, 1.0335], [-0.3396, -1.8407, -0.0869], [0.6198, 1.9804, 0.4975], [-0.1135, -2.2940, -1.3042], [-1.9634, -0.9770, 0.1868], [2.7613, 1.9010, -0.0038], [-0.9670, 1.3609, 1.5405], [-1.2387, 3.0815, 0.8233], [0.2997, -1.9648, 0.7410], [-0.8762, -2.4391, -1.8989], [0.6545, -2.8716, -1.5390]],
  "nbo_charge": [0.02, -0.40, 0.16, -0.25, -0.62, 0.30, 0.25, 0.18, 0.24, 0.25, 0.43, 0.44],
  "max_force_ha_per_bohr": 0.0669,
  "e_above_lowest_kcal_mol": 95.1,
  "homo_energy_ev": [-10.6229, -10.6235],
  "total_charge": 1,
  "energy_ha": -2801.0188,
  "orbital_gap_ev": [4.5613, 4.5624]
}

---

Record 4
{
  "formula": "C5H12N2",
  "method": "ωB97M-V/def2-TZVPD",
  "species": ["C", "C", "C", "C", "C", "N", "N", "H", "H", "H", "H", "H", "H", "H", "H", "H", "H", "H", "H"],
  "coordinates": [[-0.8110, 1.0295, 1.0605], [0.3766, 0.5650, 0.0580], [0.3196, -0.9067, -0.2558], [-0.1990, -2.0044, 0.4091], [0.5667, -2.0929, -2.4332], [1.0339, -1.1788, -1.5801], [-0.5555, 2.5114, 1.5966], [-1.7394, 1.0782, 0.4780], [-0.9053, 0.4997, 1.9684], [1.3374, 0.9565, 0.3860], [0.1539, 1.1446, -0.7333], [-0.7142, -1.8501, 1.3785], [-0.0118, -3.0548, 0.0758], [-0.5437, -2.0877, -2.6193], [1.2299, -2.5896, -3.1440], [1.9489, -0.8416, -1.7014], [0.4480, 2.7449, 1.7409], [-0.8688, 3.2072, 0.8339], [-1.0662, 2.8696, 2.4817]],
  "nbo_charge": [-0.17, -0.46, 0.11, -0.29, 0.16, -0.44, -0.73, 0.25, 0.23, 0.25, 0.23, 0.25, 0.26, 0.26, 0.26, 0.44, 0.45, 0.46, 0.48],
  "smiles": "C=[NH+]C(=C)CC[NH3+]",
  "max_force_ha_per_bohr": 0.0895,
  "e_above_lowest_kcal_mol": 38.6,
  "homo_energy_ev": -18.3973,
  "total_charge": 2,
  "energy_ha": -306.5093,
  "orbital_gap_ev": 9.4629
}